57
Properties=species:S:1:pos:R:3 method="wB97M-V/def2-TZVPD" max_force_ev_per_a=4.91 e_tot_ha=-2881.45483
C -4.770 -0.131 1.024
N -4.028 1.102 1.215
C -4.657 2.344 1.312
C -3.658 3.250 1.422
N -2.451 2.560 1.416
C -1.151 3.119 1.625
C -0.667 4.087 0.760
F -1.378 4.298 -0.386
C 0.579 4.706 0.978
F 1.043 5.554 0.022
C 1.355 4.325 2.071
F 2.525 4.954 2.291
C 0.909 3.300 2.913
F 1.710 2.889 3.930
C -0.335 2.694 2.680
F -0.786 1.721 3.512
C -2.683 1.251 1.217
C -1.667 0.180 1.177
C -0.514 0.447 0.330
C 0.522 -0.489 0.268
C 1.906 -0.031 0.660
C 2.748 -0.764 1.517
C 3.916 -0.200 2.026
C 4.386 1.017 1.510
C 3.586 1.739 0.632
C 2.349 1.226 0.224
O -1.814 -0.833 1.895
H -4.083 -0.979 1.107
H -5.527 -0.199 1.821
H -5.245 -0.106 0.026
H -5.744 2.453 1.309
H -3.694 4.317 1.476
H -0.514 1.411 -0.195
H 0.316 -1.550 0.349
H 2.430 -1.780 1.784
H 4.519 -0.764 2.736
H 5.321 1.429 1.884
H 3.948 2.684 0.213
H 1.748 1.778 -0.503
F 0.989 -0.104 -2.410
C 0.620 -1.144 -1.554
S 1.948 -2.406 -1.483
O 3.066 -1.850 -2.190
O 2.063 -2.947 -0.130
C 1.135 -3.708 -2.482
C -0.199 -3.475 -2.823
C -0.865 -4.350 -3.675
C -0.181 -5.469 -4.190
C 1.154 -5.695 -3.843
C 1.822 -4.813 -2.971
S -0.883 -1.881 -2.243
O -1.788 -2.110 -1.129
O -1.276 -1.134 -3.407
H -1.902 -4.179 -3.946
H -0.692 -6.185 -4.841
H 1.678 -6.573 -4.226
H 2.862 -4.983 -2.705



55
Properties=species:S:1:pos:R:3 method="wB97M-V/def2-TZVPD" charge=+1 max_force_ev_per_a=0.47 e_tot_ha=-2247.27237
Pt 0.540 -0.779 1.677
O 2.550 -0.285 2.115
C 2.001 0.632 2.808
O 0.863 0.373 3.351
C 2.274 2.055 2.520
C 3.065 2.967 3.177
C 3.065 4.287 2.733
C 2.277 4.675 1.662
C 1.475 3.751 1.002
C 1.470 2.432 1.431
P 0.508 1.214 0.474
C -1.167 1.722 0.369
C -1.981 1.215 -0.653
C -3.334 1.488 -0.631
C -3.874 2.238 0.410
C -3.070 2.724 1.433
C -1.713 2.461 1.424
C 1.271 0.963 -1.108
C 2.286 0.033 -1.317
C 2.927 0.000 -2.545
C 2.572 0.894 -3.543
C 1.569 1.833 -3.328
C 0.910 1.873 -2.114
H 3.669 2.665 4.022
H 3.683 5.017 3.237
H 2.283 5.705 1.332
H 0.865 4.066 0.165
H -1.558 0.610 -1.445
H -3.973 1.108 -1.416
H -4.937 2.437 0.426
H -3.504 3.294 2.242
H -1.084 2.817 2.231
H 2.573 -0.671 -0.551
H 3.693 -0.742 -2.719
H 3.075 0.858 -4.499
H 1.296 2.529 -4.109
H 0.123 2.599 -1.955
O -3.223 -2.039 1.923
C -2.127 -1.964 1.447
O -1.391 -0.867 1.690
C -1.608 -2.973 0.471
C -2.506 -3.972 0.106
C -2.134 -4.937 -0.799
C -0.875 -4.945 -1.367
C 0.001 -3.944 -1.025
C -0.321 -2.942 -0.085
O 0.646 -2.085 0.250
N 1.318 -3.974 -1.679
O 1.830 -2.911 -1.970
O 1.783 -5.064 -1.925
N -3.095 -5.989 -1.175
O -2.722 -6.810 -1.985
O -4.192 -5.944 -0.664
H -3.492 -3.981 0.548
H -0.583 -5.716 -2.066



53
Properties=species:S:1:pos:R:3 method="wB97M-V/def2-TZVPD" s2=3.801 charge=+3 max_force_ev_per_a=2.33 e_tot_ha=-4154.41262 spin_multiplicity=4
Tc -0.058 0.133 0.070
Br -0.957 2.768 0.869
C -1.958 1.431 1.839
C -2.988 1.580 2.744
C -3.527 0.413 3.286
C -3.014 -0.836 2.936
C -1.980 -0.872 2.013
N -1.492 0.245 1.480
C -1.245 -2.091 1.440
O -1.523 -3.213 1.717
O -0.299 -1.700 0.605
H -3.349 2.560 3.013
H -4.353 0.487 3.981
H -3.398 -1.752 3.357
C -0.811 -2.674 -13.328
O 0.272 -2.632 -12.431
C 0.174 -2.347 -11.167
C -1.024 -2.021 -10.472
C -0.989 -1.748 -9.133
C 0.228 -1.781 -8.404
C 1.422 -2.093 -9.096
C 1.401 -2.366 -10.433
C 0.218 -1.474 -7.007
N -0.872 -1.145 -6.325
C -0.481 -0.901 -5.070
C 0.920 -1.089 -4.955
N 1.329 -1.456 -6.189
C 1.616 -0.907 -3.729
C 2.982 -1.150 -3.510
C 3.498 -0.960 -2.246
C 2.663 -0.503 -1.224
N 1.371 -0.261 -1.400
C 0.837 -0.478 -2.627
C -0.581 -0.297 -2.734
N -1.239 0.049 -1.597
C -2.561 0.186 -1.644
C -3.309 -0.023 -2.797
C -2.665 -0.387 -3.964
C -1.271 -0.519 -3.945
H -0.386 -2.945 -14.295
H -1.309 -1.701 -13.405
H -1.554 -3.422 -13.031
H -1.962 -1.981 -11.005
H -1.894 -1.495 -8.604
H 2.373 -2.115 -8.587
H 2.305 -2.599 -10.977
H 2.270 -1.695 -6.459
H 3.616 -1.505 -4.309
H 4.537 -1.161 -2.034
H 3.070 -0.335 -0.234
H -3.070 0.475 -0.737
H -4.382 0.091 -2.762
H -3.198 -0.589 -4.880



48
Properties=species:S:1:pos:R:3 method="wB97M-V/def2-TZVPD" smiles="O=C1C=CC2(Oc3cccc4cccc(c34)O2)c2cccc(OCc3ccccn3)c21" max_force_ev_per_a=3.88 de_lowest_kcal_mol=4.8
O -1.660 2.377 -1.410
C -1.264 1.371 -0.807
C -2.267 0.367 -0.403
C -1.890 -0.687 0.409
C -0.516 -0.832 1.083
O -0.545 -0.325 2.443
C -0.921 -1.166 3.432
C -1.350 -0.605 4.620
C -1.884 -1.388 5.650
C -1.922 -2.782 5.482
C -1.405 -3.359 4.317
C -1.387 -4.751 4.094
C -0.911 -5.294 2.859
C -0.407 -4.427 1.895
C -0.429 -3.049 2.068
C -0.907 -2.532 3.272
O -0.071 -2.225 1.022
C 0.527 0.041 0.395
C 1.876 -0.182 0.715
C 2.870 0.587 0.127
C 2.535 1.560 -0.792
C 1.211 1.841 -1.130
O 0.971 2.792 -2.106
C 1.166 4.153 -1.707
C 2.391 4.745 -2.388
C 2.426 4.893 -3.787
C 3.589 5.456 -4.397
C 4.667 5.787 -3.584
C 4.594 5.587 -2.209
N 3.498 5.049 -1.650
C 0.170 1.104 -0.499
H -3.269 0.454 -0.771
H -2.628 -1.430 0.715
H -1.343 0.449 4.763
H -2.295 -0.921 6.559
H -2.317 -3.474 6.215
H -1.748 -5.441 4.890
H -0.917 -6.350 2.641
H -0.032 -4.808 0.951
H 2.105 -0.990 1.417
H 3.961 0.436 0.384
H 3.338 2.149 -1.274
H 1.222 4.274 -0.627
H 0.330 4.702 -2.058
H 1.567 4.586 -4.350
H 3.640 5.618 -5.444
H 5.594 6.191 -3.996
H 5.440 5.850 -1.631



64
Properties=species:S:1:pos:R:3 method="wB97M-V/def2-TZVPD" charge=+2 max_force_ev_per_a=0.88 de_lowest_kcal_mol=27.6
W -0.839 -0.037 -0.405
Cl -4.316 -2.035 5.559
C -3.232 -1.742 4.280
C -3.425 -0.630 3.455
Cl -4.729 0.445 3.685
C -2.523 -0.415 2.430
Cl -2.696 0.908 1.326
C -1.447 -1.256 2.205
O -0.589 -0.954 1.187
C -1.261 -2.371 3.007
Cl 0.051 -3.425 2.703
C -2.158 -2.612 4.050
Cl -1.939 -3.976 5.046
Br 0.883 -0.624 4.178
C 1.101 1.136 3.515
C 1.731 2.094 4.311
C 1.891 3.364 3.790
C 1.427 3.634 2.505
C 0.820 2.599 1.823
N 0.647 1.367 2.309
C 0.309 2.834 0.453
O 0.320 3.805 -0.209
O -0.253 1.634 -0.072
H 2.075 1.840 5.303
H 2.369 4.137 4.376
H 1.527 4.609 2.047
O -0.551 -1.897 -1.402
S -1.993 -2.384 -1.434
O -2.198 -3.747 -1.143
O -2.552 -1.396 -0.450
C -2.559 -2.010 -3.062
C -3.210 -3.039 -3.712
C -3.657 -2.868 -5.023
C -3.444 -1.674 -5.677
C -2.792 -0.625 -5.028
C -2.347 -0.783 -3.730
S -1.617 0.653 -3.011
O -0.227 0.364 -2.524
O -1.774 1.759 -3.866
O -2.272 0.764 -1.633
H -3.363 -3.979 -3.200
H -4.168 -3.681 -5.519
H -3.786 -1.537 -6.694
H -2.644 0.321 -5.530
C 2.174 -1.158 -2.296
P 1.714 -0.518 -0.676
C 2.153 -1.775 0.525
C 2.699 0.947 -0.402
C 3.509 1.060 0.728
C 4.299 2.186 0.893
C 4.273 3.199 -0.057
C 3.461 3.093 -1.179
C 2.675 1.967 -1.357
H 3.228 -1.431 -2.218
H 2.058 -0.395 -3.060
H 1.582 -2.033 -2.549
H 1.957 -1.432 1.539
H 3.211 -2.011 0.400
H 1.557 -2.666 0.329
H 3.533 0.279 1.478
H 4.942 2.268 1.759
H 4.896 4.074 0.073
H 3.443 3.883 -1.917
H 2.040 1.891 -2.233



59
Properties=species:S:1:pos:R:3 method="wB97M-V/def2-TZVPD" s2=2.002 max_force_ev_per_a=3.29 spin_multiplicity=3 de_lowest_kcal_mol=20.7
Pr 10.930 11.079 7.452
N 6.472 12.532 5.622
C 7.777 12.178 5.931
S 8.294 10.542 6.094
N 8.556 13.260 6.048
N 9.861 13.112 6.228
C 10.677 14.178 6.102
C 10.185 15.553 6.202
C 9.042 15.905 5.473
C 8.485 17.145 5.531
C 9.030 18.127 6.392
C 10.183 17.814 7.136
C 10.725 16.512 7.101
C 12.049 13.871 5.925
C 13.127 14.763 5.730
C 14.371 14.172 5.508
C 14.521 12.786 5.279
C 13.373 11.998 5.479
N 12.252 12.520 5.915
H 5.773 11.837 5.443
H 6.262 13.522 5.524
H 8.635 15.131 4.790
H 7.602 17.309 4.885
H 8.619 19.140 6.412
H 10.731 18.586 7.650
H 11.585 16.250 7.768
H 13.025 15.836 5.868
H 15.219 14.858 5.374
H 15.469 12.331 5.046
H 13.391 10.933 5.251
O 11.941 9.036 6.509
C 13.038 8.433 6.768
C 13.954 8.660 7.834
C 14.961 7.702 7.932
C 16.019 7.940 8.826
C 16.060 9.124 9.634
C 15.004 10.089 9.529
C 13.909 9.883 8.675
O 12.920 10.736 8.692
N 17.096 7.044 8.888
O 17.174 6.195 7.982
O 17.820 7.129 9.903
H 13.337 7.531 6.171
H 14.873 6.838 7.254
H 16.873 9.224 10.355
H 14.983 11.001 10.099
Br 9.811 7.666 9.065
C 9.087 9.207 9.981
C 8.227 9.103 11.094
C 7.877 10.255 11.816
C 8.361 11.513 11.430
C 9.233 11.525 10.370
N 9.537 10.412 9.615
C 10.000 12.791 10.070
O 9.787 13.679 10.902
O 10.868 12.843 9.126
H 7.828 8.138 11.396
H 7.239 10.149 12.712
H 8.093 12.444 11.978



68
Properties=species:S:1:pos:R:3 method="wB97M-V/def2-TZVPD" s2=0.752 max_force_ev_per_a=1.55 spin_multiplicity=2 de_lowest_kcal_mol=3.5
Cu 0.268 -0.168 0.431
C 1.491 -2.890 1.287
N 0.337 -2.162 1.783
C -0.898 -2.896 1.527
C -2.056 -1.926 1.435
C -3.292 -2.288 1.979
C -4.328 -1.386 1.884
C -4.127 -0.179 1.256
C -2.855 0.096 0.729
N -1.833 -0.749 0.828
C 0.524 -1.655 3.125
C 1.713 -0.753 3.196
C 2.407 -0.583 4.376
C 3.486 0.288 4.393
C 3.777 0.956 3.214
C 2.991 0.756 2.098
N 1.980 -0.098 2.068
C 1.557 -2.745 -0.211
C 2.141 -3.717 -0.994
C 2.191 -3.580 -2.393
C 1.754 -2.390 -2.922
C 1.294 -1.401 -2.060
N 1.157 -1.582 -0.745
H 1.500 -3.968 1.523
H 2.396 -2.464 1.735
H -1.093 -3.654 2.255
H -0.790 -3.382 0.554
H -3.411 -3.247 2.432
H -5.292 -1.609 2.353
H -4.932 0.549 1.137
H -2.669 1.055 0.269
H 0.653 -2.477 3.823
H -0.330 -1.056 3.427
H 2.180 -1.235 5.215
H 4.127 0.422 5.250
H 4.666 1.617 3.157
H 3.248 1.200 1.167
H 2.479 -4.622 -0.523
H 2.719 -4.315 -2.961
H 1.869 -2.072 -3.931
H 1.149 -0.418 -2.447
F 0.110 6.528 0.127
C -0.018 5.229 0.416
C 0.865 4.328 -0.155
F 1.835 4.756 -0.963
C 0.832 3.018 0.257
F 1.786 2.202 -0.221
C -0.134 2.526 1.160
O -0.221 1.251 1.567
C -1.046 3.449 1.658
F -2.031 3.060 2.482
C -0.985 4.755 1.289
F -1.899 5.586 1.783
F -2.530 2.951 -3.803
C -2.376 2.360 -2.612
F -3.487 1.715 -2.339
F -2.208 3.303 -1.677
S -0.838 1.337 -2.652
O -0.626 1.113 -1.221
O 0.094 2.165 -3.364
N -1.037 -0.055 -3.292
S -1.374 -0.451 -4.763
O -2.584 0.144 -5.221
O -1.154 -1.861 -4.808
C -0.039 0.229 -5.880
F 1.188 -0.029 -5.363
F -0.109 -0.423 -7.040
F -0.162 1.541 -6.084



59
Properties=species:S:1:pos:R:3 method="wB97M-V/def2-TZVPD" s2=8.770 charge=+1 max_force_ev_per_a=3.03 e_tot_ha=-3984.99620 spin_multiplicity=6
Fe -18.416 1.392 -5.206
O -17.567 -2.575 0.775
C -18.238 -2.920 -0.197
O -18.753 -3.981 -0.502
C -18.402 -1.746 -1.324
C -17.683 -0.495 -1.271
C -17.708 0.380 -2.370
N -18.532 0.251 -3.407
C -19.268 -0.933 -3.494
C -19.206 -1.913 -2.550
C -20.004 -1.073 -4.719
C -21.027 -1.989 -4.844
C -21.863 -1.938 -5.951
C -21.668 -0.986 -6.908
C -20.504 -0.224 -6.855
N -19.710 -0.203 -5.756
C -16.931 1.623 -2.403
C -15.747 1.800 -1.648
C -15.006 2.965 -1.811
C -15.452 3.890 -2.725
C -16.558 3.694 -3.477
N -17.288 2.539 -3.326
H -17.043 -0.295 -0.435
H -19.767 -2.820 -2.641
H -21.413 -2.523 -3.979
H -22.747 -2.611 -5.968
H -22.376 -0.891 -7.727
H -20.136 0.438 -7.631
H -15.413 1.039 -0.958
H -14.062 3.162 -1.272
H -14.868 4.785 -2.919
H -16.999 4.413 -4.144
F -21.465 4.079 -10.845
C -21.007 4.099 -9.604
C -21.612 3.369 -8.585
F -22.660 2.588 -8.959
C -21.140 3.295 -7.286
F -21.853 2.625 -6.407
C -19.889 3.821 -6.940
S -19.276 3.530 -5.305
C -19.357 4.625 -7.904
F -18.197 5.235 -7.597
C -19.909 4.875 -9.162
F -19.368 5.651 -10.091
C -15.103 -0.048 -4.406
N -14.695 1.287 -4.820
C -13.307 1.826 -4.491
C -13.310 3.117 -5.287
N -14.524 3.078 -6.070
C -15.235 1.986 -5.778
S -16.639 1.572 -6.691
H -14.501 -0.908 -4.822
H -16.096 -0.150 -4.823
H -15.180 -0.264 -3.341
H -12.579 1.137 -4.825
H -13.302 1.974 -3.401
H -12.463 3.312 -5.998
H -13.350 3.916 -4.526
H -14.665 3.636 -6.917